Here is a 2-piece molecular cluster, C5H7NO overall from the Open Molecules 2025 dataset. Energies are from ωB97M-V with the def2-TZVPD basis set.

Geometry (Å):
N  1.939  -2.054  0.487
C  1.167  -1.072  0.353
O  1.641  0.246  0.168
C  0.552  1.050  0.024
C  -0.621  0.453  0.312
C  -1.354  -0.569  -0.474
C  -0.305  -0.982  0.549
H  2.910  -1.746  0.435
H  -1.106  2.958  -0.910
H  0.789  2.055  -0.303
H  -1.437  2.627  -0.330
H  -1.117  -0.648  -1.533
H  -2.375  -0.849  -0.224
H  -0.685  -1.468  1.445

Atoms 1-3, force components in eV/Å:
-0.119 0.322 -0.125
0.083 -0.360 0.111
0.051 0.001 0.195

Kohn-Sham gap	0.336	Eh
LUMO	0.44	eV
maximum force	0.39	eV/Å
SMILES	[H]/N=C1\OC=C2C[C@H]21.[H][H]
ΔE to the lowest compared entry with this formula, charge and spin	437.0	kJ/mol

---

Here is one molecule with the formula C5H7NO2 from the Open Molecules 2025 dataset. Energies are from ωB97M-V with the def2-TZVPD basis set.

Geometry (Å):
C  -0.050  0.528  -1.384
C  -0.267  -1.754  0.158
C  -0.162  -0.261  -0.055
C  0.712  0.558  0.800
O  1.937  0.870  0.429
N  -0.782  1.651  -0.703
C  -1.324  0.777  0.210
O  -2.227  0.815  1.012
H  2.328  1.533  1.017
H  0.950  0.780  -1.738
H  -0.630  0.104  -2.207
H  0.431  0.792  1.826
H  -1.049  -2.159  -0.485
H  -0.539  -1.971  1.193
H  0.672  -2.263  -0.072

Atoms 1-3, force components in eV/Å:
-0.100 0.122 0.289
0.006 0.040 0.018
-0.077 -0.008 -0.096

Kohn-Sham gap (alpha / beta)	0.284 / 0.285	Eh
LUMO (alpha / beta)	-0.72 / -0.72	eV
maximum force	0.61	eV/Å
ΔE to the lowest compared entry with this formula, charge and spin	364.8	kJ/mol

---

Here is one molecule with the formula C5H7NO2 at a distorted geometry from the Open Molecules 2025 dataset. Energies are from ωB97M-V with the def2-TZVPD basis set.

Geometry (Å):
C  -1.227  -0.485  0.006
C  -0.252  1.658  0.057
C  0.785  0.650  -0.325
C  2.181  0.139  0.116
C  0.268  -0.592  0.282
H  -0.171  2.058  1.063
H  -0.349  2.483  -0.652
H  0.692  0.408  -1.374
H  3.081  0.229  -0.476
H  2.410  0.374  1.124
H  1.584  -1.421  -1.025
H  0.349  -0.498  1.358
N  1.612  -1.256  -0.043
O  -2.149  -1.256  -0.036
O  -1.527  0.872  -0.031

Atoms 1-3, force components in eV/Å:
-1.782 -0.636 0.112
-0.840 0.763 -0.512
0.172 0.473 0.066

Kohn-Sham gap	0.388	Eh
LUMO	0.75	eV
maximum force	2.25	eV/Å
SMILES	O=C1OC[C@H]2CN[C@H]12
ΔE to the lowest compared entry with this formula, charge and spin	262.8	kJ/mol